[1]
134
Properties=species:S:1:pos:R:3:forces:R:3:lowdin_charge:R:1 method="wB97M-V/def2-TZVPD" total_charge=+3 max_force_ev_per_a=2.9 molar_mass_g_mol=1203.984 multiplicity=1 orbital_gap_ev=5.8
Zr 1.21694 -0.07559 -0.63189 0.2 -2.0 -2.0 1.70
O 2.18158 -1.60316 -2.48471 0.0 -0.2 0.3 -0.20
C 1.56934 -2.89558 -2.74850 0.0 0.0 -0.1 -0.19
C 0.34426 -2.75580 -3.63058 0.0 0.0 0.0 -0.13
C -0.59872 -1.64883 -3.13134 0.1 0.1 0.0 -0.12
C -0.18693 -0.29246 -3.64501 0.0 0.0 0.0 -0.27
C -0.53523 0.07483 -4.93683 0.0 0.0 0.0 0.01
C -0.09900 1.27749 -5.46337 0.0 0.0 0.0 0.00
C 0.69375 2.09900 -4.67502 0.0 0.0 0.0 -0.02
C 0.98694 1.68614 -3.39451 -0.1 0.1 0.1 -0.17
N 0.55715 0.52367 -2.87388 0.1 0.0 0.3 -0.04
H 2.60623 -1.29198 -3.29464 -0.1 0.1 0.0 0.11
H 1.31093 -3.29086 -1.76796 -0.1 0.0 0.0 0.10
H 2.30877 -3.55791 -3.19954 0.0 0.0 0.0 0.14
H -0.17017 -3.71854 -3.64551 0.0 0.0 0.0 0.13
H 0.64165 -2.54055 -4.66025 0.0 -0.1 0.0 0.13
H -0.63232 -1.66054 -2.03971 -0.1 0.0 0.0 0.07
H -1.61706 -1.84448 -3.46806 0.0 0.0 0.0 0.13
H -1.14995 -0.59485 -5.52434 0.0 0.0 0.0 0.14
H -0.37503 1.57121 -6.46757 0.0 0.0 0.0 0.13
H 1.07081 3.04489 -5.03755 0.0 0.0 0.0 0.13
H 1.57668 2.31780 -2.74240 0.0 0.0 0.0 0.10
O 1.11523 1.95698 -0.46360 -0.9 0.2 0.3 -0.45
N 0.55235 2.35565 0.68650 1.5 0.2 0.1 -0.05
N 0.91215 1.58196 1.61497 -0.2 0.3 0.5 -0.15
O 1.52166 0.42796 1.32955 -0.1 0.4 0.4 -0.27
C 0.66031 1.90795 2.99392 -0.1 0.0 -0.2 -0.17
C 1.34573 1.21057 3.97475 0.0 0.0 0.0 0.00
C 1.11445 1.55809 5.29744 0.0 0.0 0.0 -0.04
C 0.21934 2.57183 5.61280 0.0 0.0 0.0 -0.04
C -0.45551 3.25132 4.60485 0.0 0.0 0.0 -0.03
C -0.24039 2.92653 3.27581 0.0 0.0 0.0 -0.01
H 2.06242 0.44352 3.71289 0.0 0.0 0.0 0.10
H 1.64959 1.04303 6.08377 0.0 0.0 0.0 0.12
H 0.05626 2.84425 6.64665 0.0 0.0 0.0 0.12
H -1.14653 4.04556 4.85285 0.0 0.0 0.0 0.12
H -0.74963 3.45422 2.48007 0.0 0.0 0.0 0.10
O -0.61219 -0.86213 0.09117 0.4 0.1 0.2 -0.54
P -1.07467 -1.91352 1.13169 0.4 -0.2 0.0 0.84
C 0.30100 -2.29523 2.27653 -0.1 -0.1 -0.2 -0.25
P 1.94794 -2.54980 1.54180 -0.3 -0.1 -0.2 0.85
O 1.95115 -1.92623 0.12270 0.3 0.4 0.7 -0.49
C 3.11975 -1.85153 2.68211 0.0 0.0 0.1 -0.30
C 4.13277 -1.01078 2.24502 0.0 0.1 0.0 -0.08
C 5.09476 -0.56011 3.13597 0.0 0.0 0.0 -0.04
C 5.04612 -0.95815 4.46457 0.0 0.0 0.0 -0.03
C 4.02945 -1.79658 4.90825 0.0 0.0 0.0 -0.04
C 3.06645 -2.24838 4.02113 0.0 0.1 0.0 -0.07
C 2.31926 -4.28052 1.40476 0.0 -0.1 -0.1 -0.31
C 1.98787 -5.18577 2.41623 0.0 0.0 0.0 -0.09
C 2.38115 -6.50848 2.31052 0.0 0.0 0.0 -0.04
C 3.10366 -6.93168 1.19996 0.0 0.0 0.0 -0.03
C 3.44147 -6.03299 0.19879 0.0 0.0 0.0 -0.04
C 3.05629 -4.70370 0.29873 0.0 0.0 0.0 -0.06
C -2.37765 -1.29205 2.14551 -0.1 0.1 0.1 -0.29
C -3.19158 -2.19785 2.83292 -0.1 0.0 0.0 -0.05
C -4.17363 -1.71895 3.68364 0.0 0.0 0.0 -0.04
C -4.34360 -0.34878 3.84656 0.0 0.0 0.0 -0.03
C -3.52664 0.55005 3.17307 0.0 0.0 0.0 -0.05
C -2.53741 0.08205 2.32357 0.1 0.0 0.1 -0.09
C -1.60851 -3.38496 0.30794 -0.3 -0.1 -0.1 -0.30
C -0.99841 -4.62978 0.43885 0.0 0.0 0.0 -0.06
C -1.51181 -5.72521 -0.24287 0.0 0.0 0.0 -0.04
C -2.62893 -5.57749 -1.05106 0.0 0.0 0.0 -0.03
C -3.25350 -4.33926 -1.17275 0.0 0.0 0.0 -0.04
C -2.75437 -3.24578 -0.49010 0.1 0.0 0.0 -0.07
H 0.00340 -3.17150 2.85900 0.0 0.0 0.0 0.09
H 0.37145 -1.44421 2.95908 0.0 0.0 0.0 0.08
H 4.15951 -0.70946 1.20972 0.0 0.0 0.0 0.04
H 5.88837 0.09407 2.79885 0.0 0.0 0.0 0.11
H 5.80660 -0.62182 5.15663 0.0 0.0 0.0 0.12
H 3.99274 -2.10326 5.94484 0.0 0.0 0.0 0.12
H 2.28127 -2.90074 4.38618 0.0 0.0 0.0 0.11
H 1.42544 -4.87603 3.28996 0.0 0.0 0.0 0.11
H 2.13016 -7.20950 3.09494 0.0 0.0 0.0 0.12
H 3.41071 -7.96613 1.12210 0.0 0.0 0.0 0.12
H 4.01125 -6.36634 -0.65813 0.0 0.0 0.0 0.12
H 3.33733 -3.99734 -0.47253 0.0 0.0 0.0 0.10
H -3.07345 -3.26668 2.69574 0.0 0.0 0.0 0.12
H -4.81161 -2.41209 4.21468 0.0 0.0 0.0 0.12
H -5.12200 0.01932 4.50191 0.0 0.0 0.0 0.12
H -3.65883 1.61539 3.31145 0.0 0.0 0.0 0.12
H -1.89246 0.78298 1.80790 0.0 0.0 -0.1 0.03
H -0.12881 -4.76837 1.06427 0.0 0.0 0.0 0.08
H -1.04621 -6.69497 -0.12875 0.0 0.0 0.0 0.12
H -3.02422 -6.43278 -1.58325 0.0 0.0 0.0 0.12
H -4.13817 -4.23369 -1.78640 0.0 0.0 0.0 0.12
H -3.26080 -2.28913 -0.56742 0.0 0.0 0.0 0.10
C 5.64610 -0.03479 -0.65556 0.0 -0.2 0.0 -0.26
As 3.94724 0.72010 -1.20888 0.2 0.6 -0.1 1.06
C 4.16866 2.50202 -0.47792 -0.1 0.1 0.1 -0.27
C 4.39164 1.05746 -3.07353 0.0 -0.2 -0.1 -0.26
H 6.39671 0.36579 -1.33455 0.0 0.0 0.0 0.05
H 5.65141 -1.12163 -0.70548 0.0 0.0 0.0 0.04
H 5.87717 0.28417 0.35734 0.0 0.0 0.0 0.02
H 5.20926 2.80402 -0.58462 0.0 0.0 0.0 0.05
H 3.89497 2.50546 0.57713 0.0 0.0 0.0 0.03
H 3.52382 3.20715 -0.99935 0.0 0.0 0.0 0.03
H 4.91281 0.18695 -3.47274 0.0 0.0 0.0 0.04
H 5.07182 1.90750 -3.09891 0.0 0.0 0.0 0.05
H 3.52648 1.27169 -3.69469 0.0 0.0 0.0 0.01
C -2.66031 5.74820 0.34855 -0.1 0.0 0.2 -0.18
Si -1.19009 5.53612 -0.77209 -0.1 -0.2 -0.2 0.41
C -1.15366 6.79942 -2.13398 0.0 0.2 0.0 -0.17
C 0.40749 5.60381 0.18431 0.1 0.0 0.1 -0.17
C -1.38762 3.91068 -1.74255 0.1 0.0 0.0 -0.53
Te -1.81244 2.04068 -0.81180 -0.6 0.5 0.0 1.38
C -3.89719 2.44223 -0.71507 -0.3 -0.2 -0.1 -0.54
Si -4.84711 1.77804 -2.21192 0.2 -0.2 0.0 0.39
C -4.63870 -0.08666 -2.12312 0.0 -0.1 0.1 -0.19
C -6.63203 2.25212 -2.08567 -0.1 0.0 0.0 -0.17
C -4.07222 2.37809 -3.79776 0.0 0.1 -0.1 -0.18
H -2.53242 6.62866 0.98259 0.0 0.0 0.0 0.04
H -2.80625 4.88799 1.00900 0.0 0.0 0.0 0.02
H -3.57926 5.89702 -0.22316 0.0 0.0 0.0 0.04
H -0.94670 7.80170 -1.75180 0.0 0.0 0.0 0.05
H -2.10670 6.84374 -2.66540 0.0 0.0 0.0 0.04
H -0.37296 6.56159 -2.86086 0.0 0.0 0.0 0.04
H 0.39631 6.47980 0.83799 0.0 0.0 0.0 0.05
H 1.25957 5.71959 -0.49065 0.0 0.0 0.0 0.04
H 0.57943 4.72858 0.80851 0.0 0.0 0.0 -0.01
H -0.50670 3.77108 -2.37376 0.0 -0.1 0.0 -0.01
H -2.23880 4.04120 -2.41635 0.1 0.0 -0.1 0.00
H -3.98626 3.51893 -0.57439 0.0 0.0 0.0 0.00
H -4.28203 1.95043 0.18249 0.0 0.1 0.0 0.01
H -5.27405 -0.51187 -1.34065 0.0 0.0 0.0 0.04
H -3.59722 -0.34653 -1.90097 0.0 0.0 0.0 -0.02
H -4.91069 -0.56705 -3.06582 0.0 0.0 0.0 0.04
H -7.06900 1.92921 -1.13856 0.0 0.0 0.0 0.04
H -7.20169 1.78025 -2.89022 0.0 0.0 0.0 0.05
H -6.77522 3.33084 -2.17395 0.0 0.0 0.0 0.04
H -2.99963 2.16440 -3.83319 0.0 0.0 0.0 0.00
H -4.20973 3.45165 -3.94765 0.0 0.0 0.0 0.04
H -4.54010 1.87263 -4.64632 0.0 0.0 0.0 0.04

***

[2]
14
Properties=species:S:1:pos:R:3:forces:R:3:lowdin_charge:R:1 method="wB97M-V/def2-TZVPD" max_force_ev_per_a=0.7 molar_mass_g_mol=88.106 multiplicity=1 orbital_gap_ev=11.1
C 1.19872 -1.03399 -0.44350 0.1 -0.1 0.0 0.00
C 0.03107 -0.17134 -0.07858 0.3 0.1 -0.1 -0.51
C 0.26352 1.00344 0.85773 0.3 -0.1 -0.1 -0.20
O -0.98484 1.48469 1.28599 0.0 -0.1 0.3 -0.06
C -1.13083 -0.04662 -0.94513 -0.2 -0.2 -0.2 -0.05
O -1.16757 -0.84639 0.28072 -0.5 0.2 -0.5 -0.04
H 1.64319 -1.46796 0.45663 0.0 0.0 -0.1 0.09
H 1.95633 -0.43233 -0.95516 0.0 -0.1 0.1 0.09
H 0.88577 -1.84732 -1.10414 0.0 0.1 0.1 0.09
H 0.82168 1.78492 0.32945 -0.2 0.0 0.1 0.13
H 0.86950 0.67355 1.71480 0.0 0.0 -0.1 0.13
H -1.47849 0.64863 1.42452 -0.1 0.6 0.0 0.09
H -1.23769 -0.65341 -1.83594 0.2 -0.1 0.0 0.12
H -1.67036 0.90415 -0.98737 0.0 -0.4 0.4 0.12

***

[3]
17
Properties=species:S:1:pos:R:3:forces:R:3:lowdin_charge:R:1 method="wB97M-V/def2-TZVPD" total_charge=+1 max_force_ev_per_a=1.5 molar_mass_g_mol=95.122 multiplicity=1 orbital_gap_ev=11.1
C -2.30818 -1.78809 -0.14252 -0.8 0.9 0.8 -0.02
N -1.36332 -0.69891 -0.45664 0.4 -0.9 -0.1 0.01
C -0.45289 -0.75243 -1.41819 0.6 0.7 0.0 -0.13
N 0.80673 -0.51037 -1.16416 0.6 -0.1 0.0 0.20
H -2.90650 -2.13920 -0.97179 0.2 0.1 -0.3 0.09
H -1.83750 -2.60917 0.39645 0.3 0.0 -0.4 0.10
H -2.96697 -1.31020 0.58488 -0.3 -0.3 -0.2 0.10
H -1.00419 -0.26265 0.39025 0.3 -0.1 0.0 0.11
H -0.68449 -0.84562 -2.47534 -0.5 -0.5 0.2 0.16
H 1.19597 -0.56810 -0.22456 -0.5 0.3 0.1 0.11
H 1.49045 -0.35037 -1.88706 -0.3 -0.1 -0.3 0.14
H 1.88783 3.65652 1.00366 -0.1 -0.1 0.1 0.07
H 2.78185 2.47692 0.61477 0.1 0.1 0.1 0.07
O 2.00028 2.70660 1.13002 0.1 0.0 -0.2 -0.04
H 0.31010 0.44635 2.32725 -0.1 -0.5 0.5 0.07
H 1.00577 1.21050 1.28916 0.2 -0.2 -0.3 0.02
O 0.66750 0.29924 1.45026 -0.1 0.9 0.0 -0.07

***

[4]
9
Properties=species:S:1:pos:R:3:forces:R:3:lowdin_charge:R:1 method="wB97M-V/def2-TZVPD" max_force_ev_per_a=3.7 molar_mass_g_mol=137.052 multiplicity=1 orbital_gap_ev=9.2
C 0.78149 -0.48936 0.48829 -2.5 2.0 -1.8 -0.28
C 0.36401 -0.04801 -1.02070 -2.0 -1.7 1.8 -0.31
Si -0.89496 0.49936 0.26706 0.3 -2.9 1.0 0.18
Br -1.15594 2.48693 1.15988 -0.1 0.1 -0.2 0.28
H 0.39628 -1.41924 0.75482 0.0 -1.9 0.4 -0.01
H 1.76932 -0.24462 0.81353 0.2 0.3 0.2 0.04
H 1.04199 0.66672 -1.34757 0.9 1.2 -1.1 0.02
H -0.04250 -0.80272 -1.73264 0.9 0.6 0.5 0.06
H -2.25967 -0.64907 0.61733 2.3 2.2 -0.7 0.03

***

[5]
15
Properties=species:S:1:pos:R:3:forces:R:3:lowdin_charge:R:1 method="wB97M-V/def2-TZVPD" total_charge=+1 max_force_ev_per_a=3.5 molar_mass_g_mol=145.070 multiplicity=1 orbital_gap_ev=3.0
Al -1.20551 1.58539 -2.28797 0.9 -1.2 1.0 1.21
C 1.01744 -2.75799 -1.32204 1.4 -0.6 1.2 0.06
C 0.05717 -1.59173 -1.51942 -2.5 1.2 -2.2 -0.67
O -0.93392 -1.72253 -2.28181 0.5 -0.9 0.2 0.06
O 0.38544 -0.52020 -1.01654 0.8 1.5 1.0 -0.01
H 0.54647 -3.69127 -1.01338 -0.3 0.2 -0.5 0.11
H 1.67050 -2.44050 -0.50913 -0.1 -0.1 0.0 0.09
H 1.67326 -2.83239 -2.18949 -0.5 -0.1 -0.3 0.11
C -0.75318 1.52763 2.00467 -0.3 -0.9 1.7 0.03
C -0.14369 2.66585 1.33486 0.0 0.0 1.5 -0.62
O 0.25877 2.47640 0.15561 0.2 1.6 -1.0 0.07
O 0.05816 3.78854 1.89432 0.1 -1.7 -1.9 0.24
H -1.48193 1.84485 2.75059 -0.6 0.0 -0.4 0.11
H -0.08440 0.95571 2.64790 0.9 0.5 0.0 0.12
H -1.06456 0.71222 1.35178 -0.6 0.4 -0.5 0.10